[1]
Computed, not measured: an isolated molecule of C2H4N3P at a distorted geometry, with ωB97M-V/def2-TZVPD.

The geometry in XYZ format:
```
10
Properties=species:S:1:pos:R:3:forces:R:3
P -0.5698 1.9931 -0.3816 -1.4 2.1 0.9
N -0.2593 0.3910 -0.1245 3.0 -2.7 -1.6
C -0.3108 -0.4133 0.9102 -0.4 -1.6 -2.5
C 0.0762 -1.6490 0.4915 0.8 0.7 0.9
N 0.6541 -1.5136 -0.7223 0.1 -1.3 -0.2
N 0.5386 -0.3670 -1.1659 -1.7 2.1 0.6
H -0.1350 1.7253 -1.6020 0.0 0.4 -2.8
H 0.7071 2.4365 -0.1798 1.1 0.8 0.8
H -0.7897 -0.0783 1.7137 -1.7 0.8 3.5
H 0.0885 -2.5249 1.0608 0.2 -1.2 0.5
```
Forces are in eV/Å.

Values from the calculation:
multiplicity: 1
highest occupied orbital energy: -9.4 eV
LUMO energy: 0.81 eV
energy above the lowest of the compared OMol25 structures with the same formula, charge and spin: 186.2 kJ/mol
frontier orbital gap: 10.17 eV
calculated total energy: -15895.1972 eV



[2]
Computed, not measured: an isolated molecule of CH4N2 at a distorted geometry, with ωB97M-V/def2-TZVPD.

The geometry in XYZ format:
```
7
Properties=species:S:1:pos:R:3:forces:R:3
H 0.5897 1.4578 0.2722 1.0 0.6 0.7
N 0.7473 1.1250 -0.6656 1.0 2.8 -1.6
C 0.1199 0.0743 -0.6364 0.5 -0.9 0.6
N -0.2708 -0.3811 0.5701 0.7 -3.1 5.8
H -0.1431 -0.5192 -1.4239 -0.2 -1.3 -2.8
H -1.2027 -0.5811 0.6810 -2.9 -0.4 -0.2
H 0.1597 -1.1757 1.2027 -0.1 2.3 -2.5
```
Forces are in eV/Å.

Values from the calculation:
multiplicity: 1
highest occupied orbital energy: -9.8 eV
LUMO energy: 1.01 eV
energy above the lowest of the compared OMol25 structures with the same formula, charge and spin: 236.7 kJ/mol
frontier orbital gap: 10.80 eV
calculated total energy: -4080.4295 eV



[3]
Computed, not measured: the ion C5H5ClN5 with charge +1 at a distorted geometry, with ωB97M-V/def2-TZVPD.

The geometry in XYZ format:
```
16
Properties=species:S:1:pos:R:3:forces:R:3
C -0.7661 1.2894 -0.6646 -0.3 0.8 -0.6
C 0.1616 -1.7193 -0.2651 -0.3 0.3 0.7
C -2.2653 -1.2847 0.1734 -2.1 0.3 -0.9
C -2.8146 -0.0010 -0.0546 1.2 0.3 1.7
C 1.3837 0.4813 0.2665 -2.6 -0.6 -0.4
N 0.4445 1.2598 -0.1677 0.5 0.0 0.6
N -1.9588 0.9450 -0.2665 -0.3 0.5 -0.4
N -1.0874 -1.5754 -0.0321 2.8 -0.6 -0.2
N 1.2256 -0.9114 0.1484 0.8 -0.4 -0.2
N 2.5149 0.9533 0.7726 0.1 -0.2 0.1
Cl -4.4426 0.3477 0.2109 -0.2 -0.1 0.0
H -0.8312 1.9732 -1.5193 0.2 -0.3 -0.3
H 0.4804 -2.6377 -0.7486 0.3 0.0 0.0
H 2.1001 -1.4269 0.1523 -0.1 0.0 -0.1
H 2.6091 1.9498 0.8759 0.0 0.1 -0.1
H 3.2464 0.3568 1.1186 0.0 0.0 0.1
```
Forces are in eV/Å.

Values from the calculation:
multiplicity: 3
highest occupied orbital energy (spin up / spin down): -11.4 / -13.9 eV
⟨S²⟩: 2.030
LUMO energy (spin up / spin down): -4.23 / -6.50 eV
energy above the lowest of the compared OMol25 structures with the same formula, charge and spin: 0.0 kJ/mol
charge: +1
frontier orbital gap (spin up / spin down): 7.17 / 7.43 eV
calculated total energy: -25227.3407 eV



[4]
Computed, not measured: a structure of composition C15H18BaCl2N2O2 at a distorted geometry, with ωB97M-V/def2-TZVPD.

The geometry in XYZ format:
```
40
Properties=species:S:1:pos:R:3:forces:R:3
C -5.1729 0.6282 0.4632 -0.1 0.0 0.0
C -5.1805 1.9246 -0.3419 -0.1 0.0 0.0
H -5.3767 -0.2289 -0.1849 0.1 0.0 0.0
H -5.9601 0.6479 1.2224 0.1 -0.1 0.0
H -4.2234 0.4585 0.9818 -0.2 0.1 -0.1
H -4.3138 1.9913 -1.0031 0.0 0.1 0.0
H -6.0789 1.9964 -0.9617 0.1 0.0 0.0
H -5.1741 2.7966 0.3163 0.1 -0.1 -0.1
C 1.4787 -2.6838 0.2146 1.2 0.1 -0.8
C 2.3381 -3.7534 -0.0728 0.0 0.5 -0.1
C 3.4282 -3.4767 -0.9159 0.1 0.2 -0.1
C 3.6458 -2.1874 -1.4488 -0.5 0.3 0.3
H 0.6124 -2.8020 0.8692 0.2 0.1 -0.1
H 2.1427 -4.7482 0.3611 0.3 0.6 -0.4
H 4.1315 -4.2773 -1.1716 -0.3 0.3 0.1
H 4.4845 -1.9420 -2.1093 -0.3 -0.5 0.4
N 1.7049 -1.4562 -0.3003 0.4 -0.6 -0.1
C 2.7377 -1.1595 -1.1144 -0.2 -1.3 0.6
C 2.8125 0.2598 -1.5840 0.7 1.5 -0.9
N 1.8560 1.1271 -1.1654 0.5 -0.6 -0.2
C 1.8764 2.4033 -1.5637 0.4 0.3 -0.4
C 3.8735 2.0607 -2.8622 -0.3 -0.3 0.3
C 2.8709 2.9327 -2.4185 -0.1 -0.5 0.2
H 1.0605 3.0357 -1.1816 0.4 -0.3 -0.2
H 2.8476 3.9928 -2.7160 0.0 -0.7 0.2
C 3.8490 0.7192 -2.4484 -1.0 -0.3 0.8
H 4.5968 -0.0054 -2.7577 0.0 0.4 -0.1
H 4.6755 2.4022 -3.5242 -0.3 -0.1 0.3
Ba -0.2676 0.0584 0.4266 -1.1 0.7 -0.1
C -0.9387 2.6577 0.3376 0.4 -0.2 -0.2
H -1.0390 2.5338 -0.7466 -0.1 0.3 0.3
H 0.0216 2.9792 0.7506 -0.4 0.2 0.0
H -1.6697 2.1797 0.9916 -0.1 0.7 -0.1
Cl -2.0641 -3.5247 3.8110 0.0 -0.5 0.4
C -1.7677 -1.8467 4.2162 -0.9 1.1 0.2
Cl -0.2175 -1.5575 5.0445 -0.3 -0.2 0.2
C -1.7326 -1.0597 2.9160 0.1 1.1 -0.9
O -2.4657 -0.0458 2.6809 1.8 -2.5 0.4
O -0.8085 -1.5670 2.1851 -0.8 0.6 -0.2
H -2.5934 -1.4635 4.8045 0.1 -0.2 0.5
```
Forces are in eV/Å.

Values from the calculation:
multiplicity: 1
highest occupied orbital energy: -5.4 eV
LUMO energy: -1.05 eV
energy above the lowest of the compared OMol25 structures with the same formula, charge and spin: 117.5 kJ/mol
frontier orbital gap: 4.34 eV
calculated total energy: -48660.1579 eV



- multiplicity of number 3 (C5H5ClN5)?
  3



- Which of these has the lowest energy above the lowest of the compared OMol25 structures with the same formula, charge and spin?
  C5H5ClN5



- The highest energy above the lowest of the compared OMol25 structures with the same formula, charge and spin belongs to which entry?
  CH4N2



- Which of these has the highest energy above the lowest of the compared OMol25 structures with the same formula, charge and spin?
  CH4N2